A | 14
Properties=species:S:1:pos:R:3:mulliken_charge:R:1 method="wB97M-V/def2-TZVPD" lumo_energy_ev=-1.790 homo_energy_ev=-8.93 homo_lumo_gap_ev=7.14
C 1.16 -1.31 -0.21 -0.777
C 0.65 0.01 -0.44 0.629
C 0.89 0.63 -1.75 -0.646
C -0.17 0.72 0.35 -0.400
C -1.97 0.59 1.88 -0.049
H -0.08 -2.05 -0.66 0.259
H 1.76 -1.35 1.21 0.271
H 2.41 -1.52 -1.11 0.302
H 0.84 1.81 -1.88 0.283
H -0.39 1.64 0.09 0.464
H -2.41 1.47 1.35 0.226
O -1.02 -0.22 1.29 -0.170
S 1.22 -0.52 -3.27 -0.188
S -2.90 0.12 3.16 -0.204

B | 14
Properties=species:S:1:pos:R:3:mulliken_charge:R:1 method="wB97M-V/def2-TZVPD" smiles="CC#C[C@H](S)C(=O)S" lumo_energy_ev=0.493 homo_energy_ev=-9.28 homo_lumo_gap_ev=9.77
C -3.59 -0.64 -0.32 -1.230
C -2.27 -0.18 -0.01 0.610
C -1.15 0.03 0.31 -0.579
C 0.21 0.59 0.60 0.283
S 0.45 2.25 -0.10 -0.204
C 1.31 -0.29 -0.03 0.291
O 2.24 0.17 -0.55 -0.435
S 1.25 -2.09 0.06 -0.200
H -4.18 -1.01 0.65 0.261
H -3.42 -1.58 -0.90 0.296
H -4.18 0.14 -0.79 0.308
H 0.33 0.70 1.72 0.310
H -0.52 2.90 0.61 0.141
H -0.08 -2.20 0.44 0.146

Here is how they stack up, most stable first: B, A.

A | 14
Properties=species:S:1:pos:R:3:mulliken_charge:R:1 method="wB97M-V/def2-TZVPD" smiles=C1S[C@H]2S[C@@H]1[C@@H]1O[C@H]21 lumo_energy_ev=0.717 homo_energy_ev=-8.45 homo_lumo_gap_ev=9.17
C 1.32 -0.40 -0.83 -0.566
S 0.54 1.16 -1.61 -0.143
C -1.07 0.86 -0.66 -0.372
S -1.41 -0.91 -1.00 -0.176
C 0.17 -1.11 -0.04 -0.313
C -0.03 -0.28 1.11 -0.382
O -1.36 -0.11 1.59 -0.433
C -0.78 0.93 0.82 -0.082
H 1.80 -1.09 -1.59 0.365
H 2.04 0.08 -0.05 0.291
H -1.89 1.48 -0.93 0.525
H 0.44 -2.14 0.07 0.475
H 0.74 -0.40 1.86 0.494
H -0.51 1.93 1.25 0.315

B | 14
Properties=species:S:1:pos:R:3:mulliken_charge:R:1 method="wB97M-V/def2-TZVPD" smiles="O=C1C=CSCSC1" lumo_energy_ev=-0.244 homo_energy_ev=-8.79 homo_lumo_gap_ev=8.55
O -0.51 -2.11 1.15 -0.579
C -0.27 -0.83 0.99 0.394
C -1.37 0.24 0.50 -0.505
C -1.22 1.10 -0.49 -0.500
S 0.37 1.48 -1.22 -0.112
C 0.77 -0.43 -1.49 -0.589
S 2.00 -0.72 -0.18 -0.064
C 0.94 0.09 1.23 -0.565
H -2.25 0.02 0.93 0.503
H -1.88 1.75 -0.75 0.633
H 1.09 -0.62 -2.51 0.386
H -0.23 -0.94 -1.40 0.306
H 1.58 -0.13 2.18 0.343
H 1.00 1.12 1.05 0.350

C | 14
Properties=species:S:1:pos:R:3:mulliken_charge:R:1 method="wB97M-V/def2-TZVPD" lumo_energy_ev="-1.203 / -1.203" homo_energy_ev="-8.80 / -8.80" homo_lumo_gap_ev="7.60 / 7.59"
C 0.48 1.49 -0.33 -0.423
C -0.82 1.16 -0.44 -0.247
C 1.51 0.59 -0.06 0.065
C -1.28 -0.26 -0.14 -0.622
C -0.38 -1.23 0.53 -0.532
O 2.20 -2.02 0.27 -0.562
S 3.04 1.17 0.22 -0.177
S 1.23 -1.19 -0.41 0.412
H 0.67 2.52 -0.31 0.433
H -1.75 1.78 -0.48 0.305
H -2.14 -0.05 0.40 0.412
H -1.63 -0.66 -1.10 0.304
H -0.39 -1.00 1.62 0.354
H -0.75 -2.30 0.24 0.277

D | 14
Properties=species:S:1:pos:R:3:mulliken_charge:R:1 method="wB97M-V/def2-TZVPD" lumo_energy_ev="-0.665 / -0.662" homo_energy_ev="-7.59 / -7.59" homo_lumo_gap_ev="6.92 / 6.93"
C -1.35 0.19 0.46 -0.391
C -1.77 0.52 -0.87 -0.386
C -0.03 0.18 0.74 -0.304
C -0.76 0.71 -1.86 -0.123
C 0.93 0.50 -0.27 0.102
O 0.51 0.84 -1.51 -0.316
S 1.67 -1.97 -0.43 -0.391
S 2.51 1.21 0.15 -0.139
H -2.05 -0.02 1.12 0.592
H -2.78 0.48 -1.17 0.405
H 0.31 0.15 1.69 0.422
H -1.16 1.01 -2.88 0.305
H 0.30 -2.19 -0.56 0.078
H 3.04 0.25 0.72 0.144

Here is how they stack up, most stable first: A, C, D, B.

A | 15
Properties=species:S:1:pos:R:3:mulliken_charge:R:1 method="wB97M-V/def2-TZVPD" smiles=C#CC(C)(C)N[O-] lumo_energy_ev=4.091 homo_energy_ev=-1.82 homo_lumo_gap_ev=5.92 total_charge=-1
C 2.15 1.37 0.55 -0.078
C 1.11 0.84 0.27 -1.167
C -0.03 0.07 -0.08 1.446
C -0.47 0.25 -1.53 -1.566
C 0.14 -1.38 0.33 -1.376
N -1.52 0.53 0.84 -0.353
O -2.00 -0.49 1.53 -0.697
H 3.02 1.89 0.83 0.497
H -0.42 1.30 -1.81 0.351
H 0.17 -0.32 -2.20 0.340
H -1.50 -0.09 -1.63 0.407
H -0.73 -1.58 1.00 0.325
H 0.10 -2.07 -0.51 0.287
H 1.06 -1.54 0.90 0.345
H -1.07 1.21 1.51 0.239

B | 15
Properties=species:S:1:pos:R:3:mulliken_charge:R:1 method="wB97M-V/def2-TZVPD" lumo_energy_ev=4.127 homo_energy_ev=-1.86 homo_lumo_gap_ev=5.98 total_charge=-1
C 2.08 -1.79 0.01 -0.165
C 1.96 -0.59 -0.08 -0.426
C 1.57 0.88 0.11 -0.407
N 0.39 1.32 -0.57 -0.834
C -0.80 0.87 0.09 -0.593
C -1.40 -0.45 -0.46 -0.158
O -2.72 -0.72 0.03 -0.526
H 2.40 -2.81 0.03 0.390
H 2.42 1.45 -0.29 0.286
H 1.55 1.07 1.21 0.288
H -0.66 0.74 1.19 0.292
H -1.60 1.64 -0.02 0.310
H -1.39 -0.40 -1.56 0.229
H -0.76 -1.29 -0.18 0.015
H -3.04 0.06 0.49 0.297

Here is how they stack up, most stable first: B, A.

A | 24
Properties=species:S:1:pos:R:3:mulliken_charge:R:1 method="wB97M-V/def2-TZVPD" smiles="Cc1c(O)c(=O)ccn1CCN" lumo_energy_ev=0.549 homo_energy_ev=-7.93 homo_lumo_gap_ev=8.48
C -0.02 2.47 -0.04 -1.917
C 0.37 1.03 -0.28 0.728
C 1.59 0.46 -0.08 0.190
O 2.63 1.24 0.54 -0.590
C 1.83 -1.03 0.05 0.870
O 2.94 -1.39 0.46 -0.733
C 0.74 -1.86 -0.45 -0.794
C -0.48 -1.25 -0.80 0.000
N -0.58 0.14 -0.80 0.151
C -2.05 0.48 -0.65 -1.300
C -2.71 0.27 0.69 -0.209
N -3.04 -1.16 0.84 -0.522
H 0.85 2.94 0.18 0.441
H -0.37 2.89 -1.00 0.394
H -0.85 2.53 0.56 0.392
H 3.47 0.67 0.67 0.353
H 0.91 -2.93 -0.20 0.333
H -1.33 -1.72 -1.25 0.321
H -2.17 1.59 -0.87 0.433
H -2.51 -0.12 -1.43 0.376
H -3.61 0.96 0.59 0.236
H -2.17 0.72 1.60 0.368
H -3.96 -1.38 0.44 0.240
H -3.09 -1.17 1.84 0.237

B | 24
Properties=species:S:1:pos:R:3:mulliken_charge:R:1 method="wB97M-V/def2-TZVPD" smiles=COc1cc(N)c(N)cc1OC lumo_energy_ev=0.915 homo_energy_ev=-7.10 homo_lumo_gap_ev=8.01
C 2.14 2.59 -0.13 -1.011
O 2.00 1.15 0.07 -0.385
C 0.76 0.61 -0.08 0.447
C -0.42 1.36 -0.05 -0.399
C -1.69 0.73 0.03 -0.059
N -2.89 1.18 0.49 -0.602
C -1.73 -0.64 -0.15 0.889
N -2.97 -1.21 -0.16 -0.715
C -0.59 -1.42 -0.44 -1.090
C 0.66 -0.79 -0.33 0.496
O 1.94 -1.45 -0.37 -0.435
C 2.39 -2.27 0.69 -0.701
H 3.21 2.78 -0.27 0.248
H 1.64 2.97 -1.03 0.407
H 1.78 3.12 0.71 0.408
H -0.15 2.44 0.17 0.183
H -3.69 0.81 -0.05 0.292
H -3.01 2.23 0.74 0.249
H -2.87 -2.19 0.03 0.244
H -3.41 -0.76 0.57 0.293
H -0.73 -2.44 -0.73 0.413
H 1.72 -3.03 0.93 0.320
H 2.64 -1.66 1.58 0.219
H 3.24 -2.65 0.19 0.287

Here is how they stack up, most stable first: A, B.

A | 14
Properties=species:S:1:pos:R:3:mulliken_charge:R:1 method="wB97M-V/def2-TZVPD" lumo_energy_ev=0.944 homo_energy_ev=-9.13 homo_lumo_gap_ev=10.07
C -0.70 -1.17 -0.99 0.018
C -0.13 -1.36 0.35 -0.852
C -0.33 1.18 -0.89 -0.410
C 1.38 -0.02 0.28 -0.020
N -0.77 -0.03 -1.59 -0.535
N 0.85 1.22 -0.01 -0.321
F 2.10 -0.56 -0.74 -0.294
H -1.01 -1.93 -1.54 0.532
H -0.66 -0.92 1.25 0.341
H 0.35 -2.39 0.35 0.321
H -0.15 1.98 -1.70 0.309
H -1.09 1.54 -0.25 0.317
H 1.91 -0.26 1.29 0.312
H 1.63 1.75 -0.44 0.285

B | 14
Properties=species:S:1:pos:R:3:mulliken_charge:R:1 method="wB97M-V/def2-TZVPD" lumo_energy_ev=0.908 homo_energy_ev=-8.43 homo_lumo_gap_ev=9.34
C 2.04 -0.84 0.02 -0.950
N 0.79 -0.36 0.27 -0.415
C 0.47 0.71 -0.35 -0.181
N -0.65 1.41 -0.43 -0.097
C -1.65 0.77 0.32 -0.216
C -2.02 -0.54 0.25 -0.133
F -1.38 -1.50 -0.39 -0.194
H 2.24 -1.00 -1.08 0.346
H 2.74 -0.29 0.56 0.382
H 2.05 -1.95 0.43 0.269
H 1.41 1.18 -0.78 0.309
H -0.53 2.28 -0.20 0.277
H -2.47 1.27 0.77 0.334
H -3.05 -1.12 0.61 0.268

Here is how they stack up, most stable first: A, B.

A | 15
Properties=species:S:1:pos:R:3:mulliken_charge:R:1 method="wB97M-V/def2-TZVPD" smiles="CSNC(=S)[C@@H]1CS1" lumo_energy_ev=0.192 homo_energy_ev=-8.14 homo_lumo_gap_ev=8.34
C 3.00 0.50 -0.84 -0.696
S 2.10 -0.41 0.62 -0.085
N 0.74 -1.21 -0.01 -0.240
C -0.50 -0.91 -0.06 0.441
S -1.94 -1.69 -0.33 -0.344
C -0.56 0.47 0.48 -0.359
C -1.92 1.22 0.66 -0.717
S -0.84 1.95 -0.39 -0.126
H 2.89 -0.10 -1.62 0.314
H 2.41 1.53 -0.75 0.218
H 4.12 0.64 -0.35 0.291
H 0.99 -2.20 -0.28 0.288
H 0.19 0.65 1.21 0.457
H -2.15 1.77 1.68 0.225
H -2.89 0.91 0.24 0.331

B | 15
Properties=species:S:1:pos:R:3:mulliken_charge:R:1 method="wB97M-V/def2-TZVPD" smiles="CSC1=NSC[C@@H]1S" lumo_energy_ev=0.212 homo_energy_ev=-8.19 homo_lumo_gap_ev=8.41
C 2.92 -0.18 -0.57 -0.660
S 1.78 0.53 0.66 -0.091
C 0.12 0.01 0.23 0.183
N 0.15 -1.20 -0.18 -0.457
S -1.38 -2.02 -0.26 -0.059
C -2.23 -0.60 0.68 -0.479
C -1.15 0.70 0.68 -0.122
S -1.70 2.13 -0.41 -0.216
H 3.30 -1.33 -0.24 0.244
H 3.87 0.69 -0.91 0.287
H 2.17 -0.18 -1.49 0.223
H -3.12 -0.28 0.05 0.310
H -2.76 -0.96 1.77 0.306
H -1.11 1.13 1.61 0.352
H -0.86 1.55 -1.63 0.178

Here is how they stack up, most stable first: A, B.